1.
ORCA calculation (ωB97M-V with the def2-TZVPD basis set) on a 2-piece molecular cluster, C3H5ClN4O overall in a non-equilibrium geometry.

```
14
Properties=species:S:1:pos:R:3:mulliken_charge:R:1
O 1.240 -2.590 2.320 -0.396
C 1.530 -1.834 1.508 0.626
N 2.001 -1.222 0.567 -0.428
C 1.803 -0.009 -0.001 -0.277
C 0.947 0.900 0.530 -0.280
Cl 0.061 0.434 1.928 -0.202
H 2.323 0.181 -0.860 0.531
H 0.855 1.831 0.016 0.403
H -0.599 -0.833 -2.155 0.266
N -0.934 0.038 -1.808 -0.395
N -1.922 -0.247 -1.126 -0.088
N -2.494 0.768 -0.580 -0.299
H -2.026 1.741 -0.700 0.271
H -2.784 0.844 0.360 0.269
```

Calculated values
HOMO ... -8.98 eV
Total charge ... 0
Structure (SMILES) ... O=C=N/C=C\Cl.[H]/N=N/N
Orbital gap ... 0.3529 hartree
LUMO ... 0.6 eV
Relative energy (zero: lowest compared OMol25 entry of this formula, charge and spin) ... 0.00 kcal per mole
E_tot ... -23719.437 eV



2.
ORCA calculation (ωB97M-V with the def2-TZVPD basis set) on H22HeO11 as an isolated structure.

```
34
Properties=species:S:1:pos:R:3:mulliken_charge:R:1
He -0.199 0.072 0.105 0.024
O 3.022 -2.680 0.267 -0.676
H 2.237 -2.555 0.800 0.356
H 2.828 -3.448 -0.270 0.314
O -0.215 1.731 3.018 -0.650
H 0.173 1.313 3.787 0.277
H 0.533 2.050 2.514 0.379
O 0.069 4.075 -2.190 -0.635
H 0.729 4.566 -2.679 0.292
H 0.555 3.354 -1.789 0.388
O -3.404 0.759 -0.282 -0.684
H -3.532 1.107 -1.164 0.318
H -2.936 -0.065 -0.414 0.408
O -0.294 -2.962 -2.136 -0.663
H 0.260 -3.714 -1.926 0.270
H -0.351 -2.965 -3.091 0.306
O -2.934 0.992 2.342 -0.654
H -3.081 0.919 1.399 0.422
H -1.986 1.095 2.429 0.323
O -2.077 -1.780 -0.242 -0.723
H -1.521 -2.056 0.487 0.365
H -1.512 -1.846 -1.012 0.373
O -0.444 -2.809 1.668 -0.681
H -0.472 -3.763 1.601 0.302
H -0.103 -2.640 2.546 0.292
O 1.653 -0.950 -1.812 -0.712
H 0.859 -1.474 -1.919 0.333
H 2.121 -1.369 -1.090 0.362
O 1.864 1.897 -1.227 -0.691
H 2.618 2.159 -1.755 0.325
H 1.792 0.953 -1.363 0.361
O 1.510 3.388 1.422 -0.733
H 0.610 3.714 1.391 0.336
H 1.629 2.932 0.589 0.376
```

Calculated values
HOMO ... -9.41 eV
Total charge ... 0
Orbital gap ... 0.3216 hartree
LUMO ... -0.7 eV
Relative energy (zero: lowest compared OMol25 entry of this formula, charge and spin) ... 19.26 kcal per mole
E_tot ... -22959.254 eV



3.
ORCA calculation (ωB97M-V with the def2-TZVPD basis set) on one molecule with the formula C3H3BrO2S in a non-equilibrium geometry.

```
10
Properties=species:S:1:pos:R:3:mulliken_charge:R:1
O -2.216 2.366 0.231 -0.508
S -1.679 1.054 0.388 0.878
O -2.093 0.284 1.541 -0.501
C -0.177 0.694 -0.223 -0.356
C 0.356 -0.544 0.058 0.125
C 1.416 -1.063 -0.572 -0.720
Br 2.320 -2.626 -0.037 -0.125
H 0.240 1.492 -0.900 0.314
H -0.149 -1.039 0.804 0.458
H 1.983 -0.619 -1.290 0.436
```

Calculated values
HOMO (spin up / spin down) ... -8.85 / -8.85 eV
Total charge ... 0
Structure (SMILES) ... O=S(=O)=C/C=C/Br
Orbital gap (spin up / spin down) ... 0.2700 / 0.2700 hartree
LUMO (spin up / spin down) ... -1.5 / -1.5 eV
Relative energy (zero: lowest compared OMol25 entry of this formula, charge and spin) ... 12.20 kcal per mole
E_tot ... -88129.103 eV



4.
ORCA calculation (ωB97M-V with the def2-TZVPD basis set) on C40H59N4O3SSiSr as an isolated structure in a non-equilibrium geometry.

```
109
Properties=species:S:1:pos:R:3:mulliken_charge:R:1
Sr 0.046 1.279 0.594 1.484
C -1.796 0.568 3.731 -0.930
N -1.266 0.298 2.394 0.464
C -0.327 -0.823 2.343 0.500
C 0.941 -0.543 3.094 -0.988
C 1.379 -1.391 4.097 -0.519
C 2.601 -1.138 4.701 -0.788
C 3.333 -0.046 4.271 -0.980
C 2.811 0.748 3.263 -0.289
N 1.635 0.526 2.677 0.975
C -2.285 0.142 1.365 -0.414
C -2.931 1.400 0.811 0.316
C -4.227 1.251 0.333 -0.888
C -4.834 2.336 -0.271 -0.741
C -4.125 3.526 -0.369 -1.141
C -2.837 3.571 0.129 -0.469
N -2.227 2.532 0.715 0.793
C -2.217 2.007 3.911 0.148
C -3.519 2.332 4.260 -0.790
C -3.846 3.665 4.461 -0.490
C -2.853 4.617 4.327 -1.060
C -1.576 4.190 3.988 0.128
N -1.254 2.920 3.770 0.024
H -2.639 -0.106 3.931 0.243
H -1.012 0.350 4.457 0.501
H -0.760 -1.779 2.664 0.828
H -0.051 -1.001 1.301 -0.427
H 0.772 -2.239 4.383 0.537
H 2.975 -1.783 5.485 0.478
H 4.295 0.191 4.699 0.489
H 3.363 1.604 2.903 0.087
H -1.831 -0.394 0.516 -0.363
H -3.092 -0.523 1.698 0.957
H -4.737 0.302 0.429 0.575
H -5.841 2.261 -0.660 0.502
H -4.560 4.402 -0.827 0.500
H -2.258 4.485 0.071 0.417
H -4.263 1.554 4.371 0.420
H -4.854 3.950 4.731 0.458
H -3.052 5.667 4.491 0.444
H -0.771 4.912 3.903 0.390
C 2.605 4.173 -3.113 -1.638
C 1.855 3.070 -2.349 0.826
C 0.430 2.969 -2.881 -1.677
C 1.943 3.341 -0.863 0.701
C 0.898 3.933 -0.153 -1.366
C 0.994 4.217 1.203 0.297
C 2.174 3.968 1.899 0.994
C 2.273 4.272 3.366 -1.669
C 3.236 3.417 1.183 -0.560
C 3.119 3.082 -0.158 -0.717
H 2.566 3.991 -4.187 0.430
H 3.652 4.225 -2.814 0.405
H 2.146 5.144 -2.914 0.379
H 2.369 2.124 -2.543 0.281
H 0.003 3.960 -3.059 0.438
H -0.259 2.394 -2.262 0.274
H 0.442 2.444 -3.837 0.389
H -0.019 4.167 -0.684 0.244
H 0.146 4.646 1.718 0.062
H 1.611 3.613 3.933 0.269
H 1.971 5.300 3.570 0.449
H 3.291 4.146 3.733 0.331
H 4.184 3.249 1.682 0.501
H 3.962 2.637 -0.673 0.573
C 1.121 -1.256 -4.793 -1.275
C 1.746 -2.567 -4.330 1.709
C 1.123 -3.750 -5.061 -1.596
C 3.254 -2.541 -4.536 -1.765
O 1.561 -2.741 -2.909 0.395
Si 0.236 -2.446 -1.992 -2.439
S 0.128 -0.429 -1.410 0.452
O -1.091 -2.929 -2.852 0.092
C -2.367 -3.371 -2.345 1.909
C -2.812 -2.544 -1.140 -1.391
C -2.276 -4.848 -1.975 -1.606
C -3.341 -3.166 -3.498 -1.911
O 0.315 -3.413 -0.647 1.047
C 1.454 -3.934 0.051 1.667
C 0.919 -4.409 1.397 -1.487
C 2.037 -5.103 -0.735 -1.808
C 2.504 -2.845 0.260 -1.070
H 1.277 -1.129 -5.865 0.571
H 1.566 -0.409 -4.268 0.119
H 0.045 -1.251 -4.601 0.194
H 1.337 -3.686 -6.129 0.509
H 0.045 -3.766 -4.915 0.125
H 1.539 -4.685 -4.679 0.319
H 3.495 -2.418 -5.593 0.454
H 3.698 -3.473 -4.185 0.328
H 3.696 -1.716 -3.976 0.311
H -2.116 -2.681 -0.309 0.018
H -3.804 -2.872 -0.822 0.634
H -2.851 -1.485 -1.406 0.237
H -1.585 -4.990 -1.148 0.097
H -1.918 -5.423 -2.830 0.382
H -3.259 -5.228 -1.689 0.457
H -3.362 -2.115 -3.789 0.379
H -4.349 -3.474 -3.213 0.425
H -3.031 -3.755 -4.361 0.384
H 0.228 -5.242 1.264 0.409
H 0.379 -3.593 1.884 0.082
H 1.733 -4.732 2.049 0.407
H 1.272 -5.866 -0.888 0.357
H 2.871 -5.551 -0.192 0.507
H 2.390 -4.763 -1.707 0.157
H 2.068 -2.001 0.800 -0.043
H 2.880 -2.479 -0.697 0.080
H 3.343 -3.230 0.842 0.577
```

Calculated values
HOMO ... -10.39 eV
Total charge ... +1
Orbital gap ... 0.2946 hartree
LUMO ... -2.4 eV
Relative energy (zero: lowest compared OMol25 entry of this formula, charge and spin) ... 39.01 kcal per mole
E_tot ... -74093.196 eV



5.
ORCA calculation (ωB97M-V with the def2-TZVPD basis set) on one molecule with the formula C20H21N3O3 in a non-equilibrium geometry.

```
47
Properties=species:S:1:pos:R:3:mulliken_charge:R:1
C 2.991 3.044 -2.183 -0.810
O 3.198 2.775 -0.816 -0.429
C 2.158 2.303 -0.085 0.405
C 2.412 2.086 1.271 -0.555
C 1.418 1.613 2.102 -0.895
C 0.148 1.363 1.609 -0.920
C -0.112 1.579 0.262 0.510
C -1.430 1.231 -0.331 0.390
O -1.527 0.654 -1.406 -0.713
N -2.514 1.568 0.402 -0.185
C -3.851 1.123 0.055 -0.663
C -4.102 -0.275 0.659 0.589
O -4.913 -0.490 1.525 -0.611
N -3.227 -1.167 0.131 0.361
N -2.995 -2.387 0.686 -1.006
C -1.838 -2.919 0.582 0.445
C -1.651 -4.237 1.265 -1.136
C -0.706 -2.321 -0.127 -0.305
C 0.543 -2.277 0.350 -0.806
C 1.667 -1.607 -0.282 0.999
C 1.667 -1.237 -1.628 -0.337
C 2.767 -0.615 -2.185 -0.741
C 3.883 -0.335 -1.413 -0.408
C 3.892 -0.687 -0.074 -0.561
C 2.801 -1.323 0.482 -0.582
C 0.892 2.031 -0.588 0.185
H 2.704 2.141 -2.729 0.255
H 2.229 3.816 -2.328 0.376
H 3.947 3.407 -2.559 0.234
H 3.402 2.291 1.644 0.490
H 1.633 1.438 3.145 0.417
H -0.616 0.968 2.262 0.375
H -2.383 1.981 1.311 0.270
H -3.921 1.078 -1.035 0.273
H -4.585 1.825 0.450 0.374
H -2.587 -0.819 -0.585 0.217
H -1.294 -4.981 0.555 0.297
H -2.596 -4.557 1.691 0.394
H -0.912 -4.147 2.059 0.263
H -0.928 -1.818 -1.060 0.735
H 0.758 -2.718 1.316 0.171
H 0.810 -1.449 -2.247 0.408
H 2.758 -0.356 -3.235 0.487
H 4.741 0.154 -1.851 0.414
H 4.757 -0.469 0.536 0.451
H 2.816 -1.601 1.527 0.376
H 0.652 2.158 -1.631 0.501
```

Calculated values
HOMO ... -8.35 eV
Total charge ... 0
Structure (SMILES) ... COc1cccc(C(=O)NCC(=O)N/N=C(C)\C=C\c2ccccc2)c1
Orbital gap ... 0.3149 hartree
LUMO ... 0.2 eV
Relative energy (zero: lowest compared OMol25 entry of this formula, charge and spin) ... 80.85 kcal per mole
E_tot ... -31693.162 eV



6.
ORCA calculation (ωB97M-V with the def2-TZVPD basis set) on one molecule with the formula C2H4F2N2S in a non-equilibrium geometry.

```
11
Properties=species:S:1:pos:R:3:mulliken_charge:R:1
N -1.113 -1.284 -0.048 -0.420
C -1.187 0.110 -0.108 0.276
S -2.537 0.985 -0.124 -0.336
N 0.049 0.797 -0.403 -0.128
C 1.290 0.318 0.111 0.059
F 2.011 -0.292 -0.844 -0.261
F 2.165 1.272 0.562 -0.284
H -0.226 -1.616 0.354 0.268
H -1.886 -1.655 0.438 0.280
H 0.188 1.540 -1.035 0.219
H 1.247 -0.174 1.097 0.325
```

Calculated values
HOMO ... -8.96 eV
Total charge ... 0
Structure (SMILES) ... NC(=S)NC(F)F
Orbital gap ... 0.3434 hartree
LUMO ... 0.4 eV
Relative energy (zero: lowest compared OMol25 entry of this formula, charge and spin) ... 8.83 kcal per mole
E_tot ... -21388.987 eV